## i
This record from OMol25 describes a cluster of 9 separate species, C36H99N9O9 in total. The level of theory is ωB97M-V/def2-TZVPD.

Positions of all 153 atoms, in Å:
C1 3.563 3.975 1.772
C2 3.260 3.868 0.284
C3 3.287 5.329 -0.384
O1 3.161 5.082 -1.770
C4 2.578 6.129 -2.534
N1 4.327 3.045 -0.340
H1 4.452 4.592 1.906
H2 3.896 3.061 2.264
H3 2.776 4.538 2.275
H4 2.294 3.400 0.097
H5 4.107 5.959 -0.041
H6 2.480 5.876 0.103
H7 3.260 6.330 -3.361
H8 2.481 7.101 -2.052
H9 1.594 5.775 -2.843
H10 5.104 3.578 -0.702
H11 3.990 2.747 -1.245
C5 -4.005 0.896 -3.495
C6 -5.152 1.434 -2.600
C7 -4.950 1.304 -1.153
O2 -3.805 2.061 -0.835
C8 -3.181 1.743 0.425
N2 -5.173 2.861 -2.842
H12 -3.106 1.512 -3.531
H13 -4.349 0.911 -4.529
H14 -3.721 -0.114 -3.198
H15 -6.137 1.114 -2.939
H16 -4.757 0.257 -0.919
H17 -5.683 1.679 -0.439
H18 -3.785 2.045 1.281
H19 -2.385 2.483 0.338
H20 -2.772 0.732 0.430
H21 -4.343 3.026 -2.291
H22 -5.811 3.344 -2.226
C9 -4.035 -1.228 4.970
C10 -3.090 -0.865 6.075
C11 -3.296 -1.791 7.226
O3 -2.389 -1.459 8.203
C12 -2.510 -2.218 9.393
N3 -1.723 -0.803 5.583
H23 -3.946 -0.607 4.078
H24 -5.063 -1.269 5.330
H25 -3.886 -2.246 4.610
H26 -3.218 0.189 6.318
H27 -3.083 -2.811 6.905
H28 -4.289 -1.644 7.651
H29 -1.984 -1.614 10.132
H30 -1.914 -3.130 9.349
H31 -3.499 -2.535 9.725
H32 -1.621 -1.749 5.244
H33 -1.146 -0.641 6.396
C13 0.546 -2.530 -6.364
C14 0.699 -1.562 -5.171
C15 1.742 -0.485 -5.548
O4 1.960 0.380 -4.439
C16 3.113 1.251 -4.428
N4 -0.599 -1.037 -4.733
H34 1.506 -3.001 -6.576
H35 0.102 -2.207 -7.305
H36 -0.127 -3.321 -6.034
H37 1.002 -2.210 -4.348
H38 1.556 0.029 -6.491
H39 2.691 -1.007 -5.670
H40 3.419 1.636 -3.455
H41 2.921 2.145 -5.022
H42 3.935 0.633 -4.788
H43 -1.131 -0.843 -5.569
H44 -0.354 -0.131 -4.360
C17 2.316 -4.350 -0.201
C18 3.107 -4.882 0.906
C19 2.913 -4.033 2.182
O5 2.922 -2.600 1.904
C20 2.532 -1.780 2.960
N5 2.703 -6.304 0.952
H45 1.261 -4.193 0.024
H46 2.340 -4.970 -1.097
H47 2.681 -3.363 -0.486
H48 4.153 -4.821 0.604
H49 3.574 -4.339 2.992
H50 1.890 -4.354 2.381
H51 2.628 -0.751 2.614
H52 3.271 -1.767 3.761
H53 1.517 -2.013 3.282
H54 2.940 -6.808 0.110
H55 3.342 -6.709 1.621
C21 0.241 1.476 -1.389
C22 1.073 0.298 -0.795
C23 0.444 -0.105 0.554
O6 0.483 0.861 1.529
C24 -0.393 0.416 2.589
N6 1.136 -0.760 -1.827
H56 0.613 1.897 -2.323
H57 0.191 2.298 -0.675
H58 -0.777 1.126 -1.554
H59 2.081 0.708 -0.736
H60 0.957 -0.994 0.920
H61 -0.537 -0.558 0.410
H62 -1.341 0.038 2.205
H63 -0.659 1.342 3.099
H64 0.036 -0.326 3.262
H65 1.149 -0.297 -2.725
H66 0.268 -1.272 -1.767
C25 -4.261 5.459 -0.172
C26 -3.204 6.634 -0.021
C27 -1.794 6.082 0.237
O7 -1.863 5.313 1.411
C28 -0.705 4.492 1.546
N7 -3.422 7.684 -0.969
H67 -4.411 4.998 0.804
H68 -3.832 4.720 -0.850
H69 -5.231 5.840 -0.492
H70 -3.626 7.025 0.905
H71 -1.095 6.897 0.424
H72 -1.548 5.485 -0.642
H73 -0.805 3.959 2.491
H74 0.236 5.043 1.552
H75 -0.522 3.712 0.807
H76 -3.213 7.249 -1.856
H77 -2.757 8.434 -0.842
C29 6.279 -1.883 -1.701
C30 5.012 -1.177 -2.341
C31 4.268 -2.135 -3.331
O8 5.162 -2.367 -4.462
C32 4.758 -3.479 -5.190
N8 4.179 -0.766 -1.243
H78 7.095 -1.987 -2.415
H79 6.067 -2.917 -1.426
H80 6.707 -1.351 -0.852
H81 5.440 -0.246 -2.713
H82 3.320 -1.680 -3.617
H83 4.141 -3.040 -2.736
H84 4.594 -4.403 -4.636
H85 5.552 -3.795 -5.866
H86 3.801 -3.287 -5.675
H87 3.201 -0.613 -1.442
H88 4.191 -1.626 -0.714
C33 -1.335 -3.239 1.016
C34 -2.529 -4.164 0.639
C35 -3.556 -4.324 1.799
O9 -2.958 -5.082 2.825
C36 -3.697 -5.198 4.013
N9 -3.134 -3.456 -0.501
H89 -0.564 -3.202 0.247
H90 -0.730 -3.718 1.786
H91 -1.712 -2.298 1.418
H92 -2.100 -5.114 0.319
H93 -4.430 -4.868 1.440
H94 -3.908 -3.347 2.130
H95 -4.735 -5.390 3.742
H96 -3.528 -4.308 4.619
H97 -3.425 -6.047 4.641
H98 -2.490 -2.907 -1.052
H99 -3.716 -2.719 -0.128

HOMO-LUMO gap (eV): 9.06
Structure (SMILES): COC[C@H](C)N.COC[C@H](C)N.COC[C@H](C)N.COC[C@H](C)N.COC[C@H](C)N.COC[C@H](C)N.COC[C@H](C)N.COC[C@H](C)N.COC[C@H](C)N
HOMO energy (eV): -8.4629
E_LUMO (eV): 0.6
2S+1: 1

---

## ii
This record from OMol25 describes a structure of composition C36H99N9O9. The level of theory is ωB97M-V/def2-TZVPD.

Positions of all 153 atoms, in Å:
C1 15.414 18.503 22.137
C2 16.913 18.854 21.869
C3 17.788 17.652 21.358
O1 19.171 17.911 21.030
C4 20.066 17.949 22.177
N1 16.913 19.914 20.857
H1 14.790 19.382 21.974
H2 15.177 18.036 23.093
H3 15.135 17.770 21.381
H4 17.315 19.071 22.859
H5 17.417 17.382 20.369
H6 17.696 16.768 21.989
H7 19.918 17.034 22.752
H8 19.814 18.823 22.777
H9 21.106 18.027 21.862
H10 17.780 20.419 20.973
H11 17.102 19.424 19.995
C5 17.760 15.296 23.356
C6 16.537 14.965 24.211
C7 16.338 16.149 25.172
O2 17.445 16.251 26.149
C8 17.224 15.536 27.380
N2 15.279 14.936 23.472
H12 17.849 14.585 22.533
H13 18.654 15.229 23.976
H14 17.666 16.229 22.800
H15 16.650 14.015 24.732
H16 15.361 15.947 25.612
H17 16.296 17.089 24.622
H18 16.321 15.864 27.895
H19 18.090 15.657 28.031
H20 17.195 14.474 27.138
H21 15.106 15.863 23.111
H22 15.362 14.319 22.677
C9 19.346 15.218 21.190
C10 18.179 14.274 20.983
C11 16.868 14.893 20.422
O3 17.030 15.659 19.176
C12 15.750 15.988 18.665
N3 18.654 13.284 20.010
H23 19.962 14.676 21.907
H24 19.072 16.167 21.653
H25 19.912 15.514 20.307
H26 17.981 13.667 21.866
H27 16.413 15.507 21.199
H28 16.151 14.074 20.355
H29 15.116 15.112 18.524
H30 15.974 16.385 17.675
H31 15.243 16.672 19.345
H32 18.817 13.734 19.120
H33 19.608 13.086 20.276
C13 17.739 22.606 24.496
C14 18.785 21.502 24.627
C15 18.032 20.182 25.073
O4 18.967 19.152 25.307
C16 18.395 17.873 25.531
N4 19.535 21.431 23.371
H34 17.144 22.458 25.397
H35 17.198 22.652 23.551
H36 18.097 23.632 24.571
H37 19.537 21.806 25.355
H38 17.419 19.862 24.231
H39 17.431 20.321 25.972
H40 19.218 17.168 25.649
H41 17.799 17.535 24.684
H42 17.817 17.877 26.455
H43 19.771 20.453 23.284
H44 20.451 21.853 23.425
C17 13.631 12.045 25.133
C18 13.643 13.389 25.850
C19 14.912 13.706 26.652
O5 14.901 12.860 27.747
C20 16.151 12.850 28.522
N5 13.377 14.409 24.904
H45 12.687 11.500 25.115
H46 14.335 11.329 25.557
H47 13.856 12.174 24.075
H48 12.864 13.393 26.613
H49 14.884 14.753 26.954
H50 15.833 13.631 26.073
H51 16.045 12.176 29.372
H52 16.561 13.838 28.730
H53 16.978 12.373 27.996
H54 13.285 15.334 25.300
H55 14.083 14.513 24.190
C21 20.381 11.179 28.736
C22 19.680 12.303 29.558
C23 20.359 13.702 29.270
O6 20.319 13.914 27.783
C24 20.466 15.260 27.415
N6 18.328 12.381 28.955
H56 21.417 11.021 29.036
H57 20.337 11.444 27.679
H58 19.790 10.263 28.737
H59 19.572 11.975 30.592
H60 21.376 13.846 29.634
H61 19.842 14.492 29.814
H62 19.779 15.934 27.926
H63 20.352 15.426 26.344
H64 21.492 15.574 27.610
H65 18.698 12.888 28.164
H66 17.877 13.035 29.580
C25 25.395 14.511 23.722
C26 23.899 14.390 24.085
C27 22.939 15.252 23.305
O7 21.590 14.746 23.621
C28 20.720 15.533 22.809
N7 23.502 12.980 24.048
H67 25.933 13.759 24.300
H68 25.824 15.512 23.767
H69 25.625 14.223 22.697
H70 23.758 14.634 25.138
H71 23.211 15.090 22.262
H72 23.066 16.330 23.405
H73 21.004 16.580 22.913
H74 19.717 15.274 23.147
H75 20.885 15.311 21.754
H76 23.599 12.647 23.099
H77 22.504 13.045 24.190
C29 17.211 17.048 31.687
C30 17.188 17.157 30.184
C31 17.456 18.655 29.672
O8 17.379 18.913 28.249
C32 16.101 18.604 27.624
N8 18.164 16.219 29.659
H78 17.302 16.011 32.009
H79 16.387 17.523 32.219
H80 18.120 17.386 32.186
H81 16.176 16.858 29.909
H82 18.392 18.929 30.158
H83 16.745 19.323 30.158
H84 16.331 18.493 26.564
H85 15.407 19.433 27.761
H86 15.624 17.690 27.978
H87 17.834 16.268 28.706
H88 19.106 16.573 29.737
C33 13.771 15.777 22.051
C34 13.609 14.523 21.162
C35 14.342 13.414 21.894
O9 15.763 13.521 21.859
C36 16.436 12.313 22.218
N9 12.229 14.247 20.912
H89 14.788 16.142 22.194
H90 13.433 15.669 23.082
H91 13.094 16.572 21.740
H92 14.102 14.703 20.207
H93 14.031 12.492 21.403
H94 14.080 13.459 22.951
H95 16.277 11.406 21.634
H96 16.116 11.939 23.191
H97 17.507 12.516 22.191
H98 12.065 13.506 20.245
H99 11.981 15.046 20.346

HOMO-LUMO gap (eV): 8.09
HOMO energy (eV): -7.6068
E_LUMO (eV): 0.5
2S+1: 1

---

Tell me which of them is the least stable. Sure, it is ii.

---

## i
This record from OMol25 describes the ion C4H11N2 with charge +1. The level of theory is ωB97M-V/def2-TZVPD.

Positions of all 17 atoms, in Å:
C1 -1.879 1.068 0.708
C2 -0.958 0.910 -0.511
C3 0.200 -0.038 -0.298
C4 1.113 0.010 0.658
N1 1.990 -1.109 0.767
N2 0.425 -1.066 -1.330
H1 -1.529 0.588 1.610
H2 -2.871 0.637 0.574
H3 -2.036 2.127 0.888
H4 -1.497 0.545 -1.384
H5 -0.537 1.894 -0.720
H6 1.302 0.876 1.273
H7 2.969 -0.845 0.854
H8 1.856 -1.708 1.575
H9 -0.388 -1.681 -1.412
H10 0.568 -0.630 -2.243
H11 1.271 -1.576 -1.010

HOMO-LUMO gap (eV): 10.75
Structure (SMILES): CC/C([NH3+])=C/N
HOMO energy (eV): -14.1842
E_LUMO (eV): -3.4
2S+1: 1
Charge: +1

---

## ii
This record from OMol25 describes a cluster of 2 separate species, C4H11N2 in total. The level of theory is ωB97M-V/def2-TZVPD.

Positions of all 17 atoms, in Å:
C1 1.688 0.188 0.249
C2 -0.071 -2.084 -0.179
C3 -1.600 1.268 0.257
C4 -0.191 -0.668 0.254
N1 1.913 1.306 -0.309
N2 -0.985 0.200 -0.515
H1 2.306 -0.317 0.990
H2 0.504 -2.164 -0.998
H3 0.166 -2.796 0.736
H4 -1.040 -2.507 -0.402
H5 -1.538 1.216 1.283
H6 -1.387 2.224 -0.133
H7 -2.597 1.062 -0.032
H8 -0.251 -0.747 1.376
H9 2.757 1.822 -0.281
H10 -0.800 0.313 -1.480
H11 1.126 1.682 -0.815

HOMO-LUMO gap (eV): 9.00
HOMO energy (eV): -13.2014
E_LUMO (eV): -4.2
2S+1: 1
Charge: +1

---

Tell me which of them is the least stable. Sure, it is ii.